{
  "formula": "C7H7I3S",
  "method": "wB97M-V/def2-TZVPD",
  "total_charge": 0,
  "e_lumo_ev": -0.76,
  "de_lowest_kj_mol": 0.0,
  "homo_lumo_gap_ha": 0.2784,
  "total_energy_ev": -42508.2463,
  "e_homo_ev": -8.335,
  "species": ["I", "I", "I", "S", "C", "C", "C", "C", "C", "C", "C", "H", "H", "H", "H", "H", "H", "H"],
  "positions_angstrom": [[4.467, 3.095, 2.130], [3.964, 0.215, 4.041], [5.715, 0.033, 0.919], [2.530, 1.485, -0.258], [2.787, 0.754, 1.312], [1.771, -0.043, 1.649], [0.163, 0.863, -1.640], [-0.512, -0.925, 0.859], [4.054, 0.971, 1.990], [0.776, -0.158, 0.661], [1.044, 0.666, -0.450], [-0.407, -1.974, 0.844], [0.562, 1.754, -2.200], [-1.030, -0.869, 1.822], [-1.311, -0.491, 0.217], [-0.858, 0.641, -1.214], [1.954, -0.762, 2.504], [0.315, 0.099, -2.452]],
  "atomic_forces_ev_per_a": [[0.10, -0.05, 0.02], [0.30, 0.12, -0.39], [-0.27, 0.06, 0.27], [-0.03, -0.12, 0.46], [0.60, 1.13, -1.28], [0.48, -2.35, 1.15], [0.80, -0.99, -0.66], [-0.99, 1.60, 0.16], [0.80, 0.18, 0.84], [-1.00, 1.03, -0.78], [-0.27, -1.66, 1.32], [0.19, -1.39, -1.14], [-1.68, -0.10, 0.83], [0.74, 0.86, 0.51], [0.58, -0.98, -0.12], [0.60, 1.45, -1.29], [-0.94, 1.12, -0.92], [0.01, 0.10, 1.01]]
}

{
  "formula": "C29H42Cl3Cs2F6MgN4O18S2Si2",
  "method": "wB97M-V/def2-TZVPD",
  "total_charge": -1,
  "e_lumo_ev": -1.55,
  "homo_lumo_gap_ha": 0.1130,
  "total_energy_ev": -171394.4862,
  "e_homo_ev": -4.621,
  "species": ["Cs", "Cs", "Cl", "Cl", "Cl", "S", "S", "Si", "Si", "Mg", "F", "F", "F", "F", "F", "F", "O", "O", "O", "O", "O", "O", "O", "O", "O", "O", "O", "O", "O", "O", "O", "O", "O", "O", "N", "N", "N", "N", "C", "C", "C", "C", "C", "C", "C", "C", "C", "C", "C", "C", "C", "C", "C", "C", "C", "C", "C", "C", "C", "C", "C", "C", "C", "C", "C", "C", "C", "H", "H", "H", "H", "H", "H", "H", "H", "H", "H", "H", "H", "H", "H", "H", "H", "H", "H", "H", "H", "H", "H", "H", "H", "H", "H", "H", "H", "H", "H", "H", "H", "H", "H", "H", "H", "H", "H", "H", "H", "H", "H"],
  "positions_angstrom": [[3.943, -6.983, -3.897], [5.344, -3.435, 5.706], [-3.786, 0.536, 6.802], [0.553, 1.108, -0.066], [-1.668, -1.292, 4.846], [-4.035, 1.508, -2.502], [-6.336, 1.693, -3.711], [3.161, 3.017, 1.271], [2.071, 1.981, -1.222], [2.183, -2.683, -3.248], [-4.174, 4.736, 2.555], [5.950, -0.337, 2.794], [-7.845, 1.443, -3.238], [-3.692, 0.461, -3.653], [-4.242, 3.963, 0.551], [-4.195, 6.094, 0.871], [6.074, -5.233, 2.296], [-1.787, -8.793, -10.772], [-6.669, 5.753, 2.402], [-3.304, 0.946, -1.383], [4.656, -4.471, 3.728], [-6.213, 0.698, -4.752], [-0.465, -10.511, -11.137], [-6.418, 3.069, -4.147], [2.800, -7.198, -8.361], [6.340, -5.647, 4.391], [4.395, 3.503, 4.235], [2.514, 1.050, 3.236], [-6.975, 4.436, 0.594], [3.246, 2.934, -0.441], [-0.200, -8.519, -12.028], [-3.480, 2.738, -3.019], [0.831, -7.903, -9.245], [6.030, 0.832, 0.838], [-5.595, 1.406, -2.351], [5.693, -5.119, 3.468], [3.849, 0.093, 1.562], [2.054, -4.871, -2.120], [1.938, 4.290, 2.000], [2.681, -5.878, -1.857], [-2.439, -1.810, 6.366], [-8.090, 5.910, 2.521], [2.382, -1.648, -0.691], [4.919, 3.699, 1.805], [-3.826, -1.224, 6.534], [4.394, -3.156, 0.242], [4.850, -1.033, -1.410], [5.358, -2.251, -0.562], [0.368, 3.953, 1.871], [1.737, -7.064, -9.014], [-8.707, 4.711, 3.215], [5.197, 3.211, 3.295], [2.873, -2.862, 0.157], [5.296, 0.260, 1.653], [3.108, 1.273, 2.154], [-2.730, 2.061, 3.430], [1.179, 3.141, -2.501], [-1.615, 3.249, 3.584], [-2.899, 1.520, 1.919], [-0.797, -9.341, -11.300], [3.463, -7.139, -1.518], [2.873, 0.588, -2.317], [-6.243, 4.980, 1.378], [3.318, -0.687, -1.472], [-4.719, 4.939, 1.337], [1.502, -5.684, -9.619], [-0.178, 2.863, 2.958], [2.781, -7.990, -1.439], [4.798, 4.843, 1.838], [-1.494, 3.388, 4.728], [2.173, 0.269, -3.178], [2.108, 5.274, 1.415], [6.131, 2.613, 3.601], [-4.312, -1.666, 7.407], [-2.159, 0.638, 1.806], [3.983, -7.010, -0.567], [0.563, 2.818, 3.846], [5.728, 3.416, 1.050], [3.816, 1.031, -2.816], [2.104, -3.483, 0.718], [4.714, -4.039, 0.903], [-2.550, 1.210, 4.189], [1.876, 3.245, -3.419], [-1.782, -1.529, 7.191], [0.575, -5.259, -9.226], [5.640, -0.433, -1.961], [-0.232, 1.803, 2.546], [0.208, 2.618, -2.795], [-8.224, 4.536, 4.180], [2.208, 4.458, 3.101], [1.421, -5.764, -10.706], [-2.498, -2.900, 6.335], [-8.258, 6.807, 3.121], [-1.967, 4.255, 3.180], [-3.970, 1.116, 1.823], [1.040, 4.148, -1.985], [-3.735, 2.531, 3.726], [-4.452, -1.419, 5.661], [-8.544, 6.087, 1.542], [-0.188, 4.928, 2.161], [2.322, -5.003, -9.383], [0.012, 3.723, 0.804], [4.198, -7.344, -2.303], [3.530, -0.786, 1.997], [-9.775, 4.866, 3.376], [1.246, -1.486, -0.713], [6.474, -2.510, -0.509], [-8.574, 3.802, 2.624], [-2.730, 2.321, 1.123]],
  "atomic_forces_ev_per_a": [[0.25, 1.69, -13.56], [0.70, 2.05, 3.20], [0.02, -0.01, 0.00], [0.89, 0.42, -0.06], [0.04, -0.04, 0.05], [3.03, 0.03, 0.60], [-2.70, 0.72, -2.75], [1.33, 1.47, -0.10], [-0.27, 0.79, -2.70], [0.13, -0.18, -0.69], [-0.66, 0.22, -0.12], [-1.76, 0.72, -1.83], [0.40, -0.15, 0.72], [-0.21, -0.01, -0.05], [-0.87, 0.49, 0.21], [-0.60, -0.09, 0.17], [-0.19, 0.14, 0.32], [-0.45, 0.25, 0.18], [0.76, -0.16, -0.45], [-1.38, 0.39, -0.28], [-1.42, -0.90, -2.08], [0.58, 0.53, 1.07], [-0.04, -0.12, -0.02], [0.73, -0.84, 0.71], [-0.25, -0.49, 0.31], [-0.08, 0.06, 0.34], [2.73, -1.01, -3.36], [1.74, 0.91, -3.80], [1.02, 0.26, 0.46], [-1.67, -1.58, 1.84], [0.09, 0.30, -0.41], [-0.99, -0.58, 0.23], [0.27, -0.21, 0.24], [-2.98, -1.88, 3.40], [0.67, -0.05, -0.16], [0.94, -1.32, -1.91], [2.15, 1.00, 1.30], [3.10, -5.29, 1.66], [-1.11, 0.03, -0.48], [-2.66, 3.56, 0.30], [-0.05, -0.11, 0.13], [-0.65, -0.01, 0.14], [2.07, -0.85, 0.21], [0.41, -0.02, 0.74], [-0.06, -0.19, 0.02], [-2.04, 2.55, -1.88], [-2.34, -2.49, 2.18], [-3.15, 0.42, -0.03], [-0.96, 0.58, 1.14], [0.28, 0.29, 0.03], [0.15, -0.32, -0.03], [-1.97, 1.45, 1.98], [2.74, 2.70, -1.92], [1.76, 0.95, -2.44], [-1.43, -1.93, 3.02], [-0.38, 1.21, -0.36], [0.66, -0.47, 0.38], [0.00, -0.93, 0.75], [0.19, -0.62, 1.12], [0.53, -0.31, 0.32], [-0.70, 0.94, 3.77], [0.82, -1.18, 0.51], [-1.88, 0.18, -0.03], [2.64, -2.57, 1.56], [2.04, -0.47, -0.36], [-0.08, 0.48, -0.24], [0.24, 0.26, 0.53], [-0.02, 0.08, -0.01], [0.22, -1.65, 0.01], [-0.08, -0.06, -1.79], [0.76, 0.55, 1.37], [0.02, -1.50, 0.91], [-1.05, 0.60, -0.86], [0.12, 0.02, -0.05], [-1.24, 1.43, -0.28], [-0.34, 0.10, 0.19], [-0.98, 0.10, -1.58], [-1.03, 0.31, 1.23], [-1.42, -0.70, 0.82], [1.20, 0.91, -0.88], [-0.13, 1.61, -1.18], [-0.06, 1.40, -1.41], [-1.19, -0.04, 1.44], [-0.11, 0.08, -0.13], [-0.02, -0.08, -0.15], [-1.36, -0.73, 0.78], [0.17, 1.46, 0.35], [1.16, 1.06, 0.32], [-0.08, 0.14, -0.02], [-0.28, -0.26, -1.56], [-0.16, -0.01, 0.08], [-0.09, 0.10, -0.02], [0.35, -0.06, -0.06], [0.28, -1.53, 0.35], [1.67, 0.49, -0.14], [-0.15, -1.24, -0.98], [1.41, -0.63, -0.25], [0.16, 0.09, 0.05], [0.22, -0.17, 0.01], [0.94, -1.45, -0.56], [-0.01, -0.15, 0.04], [0.73, 0.18, 1.54], [0.07, -1.13, 7.66], [0.27, 0.61, 0.07], [0.07, 0.04, -0.02], [1.93, -0.07, 0.00], [-1.86, 0.63, -0.18], [-0.08, 0.13, -0.05], [-0.12, -1.28, 1.19]]
}

Copy entry 1 word for word.
{
  "formula": "C7H7I3S",
  "method": "wB97M-V/def2-TZVPD",
  "total_charge": 0,
  "e_lumo_ev": -0.76,
  "de_lowest_kj_mol": 0.0,
  "homo_lumo_gap_ha": 0.2784,
  "total_energy_ev": -42508.2463,
  "e_homo_ev": -8.335,
  "species": ["I", "I", "I", "S", "C", "C", "C", "C", "C", "C", "C", "H", "H", "H", "H", "H", "H", "H"],
  "positions_angstrom": [[4.467, 3.095, 2.130], [3.964, 0.215, 4.041], [5.715, 0.033, 0.919], [2.530, 1.485, -0.258], [2.787, 0.754, 1.312], [1.771, -0.043, 1.649], [0.163, 0.863, -1.640], [-0.512, -0.925, 0.859], [4.054, 0.971, 1.990], [0.776, -0.158, 0.661], [1.044, 0.666, -0.450], [-0.407, -1.974, 0.844], [0.562, 1.754, -2.200], [-1.030, -0.869, 1.822], [-1.311, -0.491, 0.217], [-0.858, 0.641, -1.214], [1.954, -0.762, 2.504], [0.315, 0.099, -2.452]],
  "atomic_forces_ev_per_a": [[0.10, -0.05, 0.02], [0.30, 0.12, -0.39], [-0.27, 0.06, 0.27], [-0.03, -0.12, 0.46], [0.60, 1.13, -1.28], [0.48, -2.35, 1.15], [0.80, -0.99, -0.66], [-0.99, 1.60, 0.16], [0.80, 0.18, 0.84], [-1.00, 1.03, -0.78], [-0.27, -1.66, 1.32], [0.19, -1.39, -1.14], [-1.68, -0.10, 0.83], [0.74, 0.86, 0.51], [0.58, -0.98, -0.12], [0.60, 1.45, -1.29], [-0.94, 1.12, -0.92], [0.01, 0.10, 1.01]]
}